No. 1
ORCA calculation (ωB97M-V/def2-TZVPD) on C24H28N4O5 in the gas phase.

Results
* charge: 0
* SMILES: COc1cc2[nH]c(=O)n(CCC(=O)N3CCN(Cc4ccccc4)CC3)c(=O)c2cc1OC
* energy above the lowest of the compared OMol25 structures with the same formula, charge and spin: 46.90 kcal/mol
* LUMO level: 0.48 eV
* frontier orbital gap: 8.57 eV
* energy: -1526.6352 Eh

The geometry in XYZ format:
```
61
C24H28N4O5 | OMol25 | ωB97M-V/def2-TZVPD
C -3.9091 -4.6323 5.7307
H -3.3315 -4.1592 6.5310
O -3.1454 -4.7734 4.5563
C -2.6682 -3.6661 3.9515
C -2.8704 -2.3712 4.3917
C -2.3293 -1.2957 3.6864
C -1.5787 -1.5232 2.5366
C -1.3727 -2.8347 2.0885
C -1.9044 -3.9029 2.7724
O -1.7696 -5.2076 2.4252
C -1.0307 -5.5094 1.2651
H 0.0078 -5.1755 1.3528
H -1.0562 -6.5940 1.1768
H -1.4814 -5.0606 0.3745
H -0.7859 -2.9580 1.1933
C -1.0035 -0.4019 1.8059
O -0.3191 -0.5186 0.8054
N -1.2834 0.8557 2.3231
C -2.0290 1.1105 3.4603
O -2.2505 2.2239 3.8741
N -2.5197 0.0009 4.1013
H -3.0637 0.1855 4.9331
C -0.7155 2.0002 1.6201
C 0.7635 2.1814 1.9742
C 1.4004 3.2552 1.1032
O 1.5520 4.3898 1.5198
N 1.7938 2.8961 -0.1378
C 1.6504 1.6123 -0.7901
H 1.1446 0.8840 -0.1621
C 0.8487 1.7811 -2.0941
N 1.3990 2.7777 -2.9911
C 1.5699 4.0326 -2.2867
C 2.3973 3.8934 -1.0020
H 2.4252 4.8367 -0.4555
H 3.4225 3.5878 -1.2426
H 2.0377 4.7590 -2.9540
H 0.5721 4.3977 -2.0230
C 2.5698 2.3289 -3.7265
C 2.1993 1.2288 -4.6859
C 2.9416 0.0591 -4.7616
C 2.5945 -0.9370 -5.6586
C 1.4964 -0.7749 -6.4845
C 0.7467 0.3880 -6.4105
C 1.0973 1.3840 -5.5185
H 0.5167 2.2910 -5.4484
H -0.1122 0.5178 -7.0528
H 1.2244 -1.5526 -7.1831
H 3.1818 -1.8425 -5.7096
H 3.7994 -0.0753 -4.1170
H 3.3924 1.9857 -3.0783
H 2.9381 3.1861 -4.3010
H 0.7953 0.8242 -2.6156
H -0.1701 2.0956 -1.8458
H 2.6518 1.2287 -1.0247
H 1.2930 1.2338 1.8736
H 0.8396 2.5216 3.0083
H -1.2809 2.8844 1.9168
H -0.8381 1.8192 0.5501
H -3.4465 -2.1707 5.2807
H -4.1752 -5.6447 6.0292
H -4.8224 -4.0569 5.5493
```

Okay, here come the Löwdin numbers, in e, for every atom: -0.07 0.10 -0.05 -0.19 0.06 -0.17 -0.07 0.07 -0.19 -0.06 -0.07 0.10 0.10 0.10 0.12 -0.36 0.08 0.08 -0.47 0.09 0.18 0.17 -0.10 -0.06 -0.46 0.05 -0.05 -0.12 0.09 -0.14 -0.17 -0.16 -0.11 0.12 0.13 0.12 0.13 -0.16 -0.23 -0.05 -0.09 -0.10 -0.08 -0.04 0.11 0.10 0.10 0.10 0.11 0.11 0.13 0.13 0.12 0.13 0.12 0.13 0.13 0.12 0.11 0.10 0.10

No. 2
ORCA calculation (ωB97M-V/def2-TZVPD) on a molecular structure, C24H28N9ReS2.

Results
* expectation value of S²: 3.783
* charge: +3
* energy above the lowest of the compared OMol25 structures with the same formula, charge and spin: 0.00 kcal/mol
* LUMO level (spin up / spin down): -9.21 / -10.51 eV
* frontier orbital gap (spin up / spin down): 7.10 / 5.99 eV
* 2S+1: 4
* energy: -2297.9991 Eh

The geometry in XYZ format:
```
64
C24H28N9ReS2 | OMol25 | ωB97M-V/def2-TZVPD
Re -0.0818 0.3782 0.9561
N 3.8554 0.1808 -0.9281
C 2.5664 0.2514 -0.6017
S 2.2255 0.6440 1.1012
N 1.6633 0.0333 -1.5128
N 0.3821 0.1784 -1.0681
C -0.5951 0.0981 -1.9352
C -0.4233 -0.1207 -3.3718
C -1.1916 -1.1064 -4.0054
C -1.0356 -1.3445 -5.3593
C -0.1420 -0.5772 -6.0960
C 0.6166 0.4084 -5.4759
C 0.4973 0.6237 -4.1153
C -1.9489 0.1909 -1.3317
C -3.1125 0.3148 -2.0683
C -4.3357 0.3609 -1.4065
C -4.3694 0.2836 -0.0235
C -3.1727 0.2010 0.6627
N -1.9897 0.1676 0.0285
H 4.5838 0.3094 -0.2470
H 4.1124 -0.0581 -1.8743
H -1.8922 -1.7089 -3.4387
H -1.6121 -2.1214 -5.8423
H -0.0329 -0.7503 -7.1583
H 1.3108 1.0014 -6.0552
H 1.1141 1.3672 -3.6317
H -3.0605 0.3804 -3.1449
H -5.2529 0.4550 -1.9732
H -5.3015 0.3018 0.5236
H -3.1435 0.1564 1.7447
C 1.4887 0.7622 5.8303
N 1.5999 -0.3783 4.9089
C 2.5603 -1.3698 4.9895
C 2.3542 -2.2198 3.9666
N 1.2543 -1.7403 3.2587
C 0.8221 -0.6075 3.8541
S -0.4805 0.3979 3.3316
C 0.6263 -2.4628 2.2066
C 0.5522 -3.8350 2.3506
C 0.0293 -4.6009 1.3224
C -0.4102 -3.9507 0.1823
C -0.3434 -2.5766 0.1338
N 0.1630 -1.8075 1.1234
H 2.0348 0.5138 6.7350
H 0.4440 0.9281 6.0768
H 1.9199 1.6478 5.3689
H 3.3057 -1.3761 5.7664
H 2.8914 -3.1015 3.6655
H 0.8890 -4.2917 3.2703
H -0.0368 -5.6764 1.4186
H -0.8132 -4.4907 -0.6626
H -0.6980 -2.0592 -0.7420
N -0.6073 2.4805 1.2134
C -0.9023 3.4983 0.1339
C 0.3546 4.1055 -0.4484
N 1.1559 3.1147 -1.1572
H -1.4347 2.4724 1.8107
H 0.1243 2.8754 1.8065
H -1.4901 4.2904 0.5999
H -1.5249 3.0146 -0.6204
H 0.9506 4.5314 0.3631
H 0.0415 4.9516 -1.0681
H 2.1166 3.4312 -1.2267
H 0.8289 3.0300 -2.1143
```

Okay, here come the Löwdin numbers, in e, for every atom: 1.19 0.14 -0.76 0.68 0.04 -0.16 -0.17 -0.18 -0.04 -0.03 -0.02 -0.03 -0.02 -0.20 0.04 0.03 0.01 -0.08 -0.07 0.11 0.14 0.12 0.12 0.13 0.12 0.10 0.14 0.14 0.14 0.11 0.03 -0.08 0.03 0.02 -0.01 -0.66 0.72 -0.23 0.05 0.03 0.01 -0.08 -0.03 0.11 0.10 0.11 0.16 0.15 0.14 0.14 0.14 0.10 -0.13 -0.18 -0.25 0.02 0.08 0.09 0.13 0.11 0.13 0.13 0.09 0.07